No. 1
Below is C11H10BrCrF3O3S as an isolated structure, with properties calculated with ωB97M-V/def2-TZVPD.

The HOMO-LUMO gap (spin up / spin down) comes out at 4.99 / 4.98 eV. As for the calculated total energy: -4967.138853 a.u. The LUMO energy (spin up / spin down) is 5.03 / 5.02 eV. The energy above the lowest of the compared OMol25 structures with the same formula, charge and spin is 0.00 kJ/mol.

The geometry in ORCA input format:
```
! wB97M-V def2-TZVPD RIJCOSX def2/J DEFGRID3
* xyz -2 5
C -2.65366 -1.52373 0.12945
C 2.26892 0.32350 -1.68093
H -2.71861 -1.98550 1.18495
Br 1.18646 -2.29629 1.16597
H 0.78205 2.91481 -0.12838
F -1.72015 1.19800 5.69272
C -1.53157 -0.98120 -1.91562
C -1.99561 0.21230 -1.37182
C 2.90069 0.28799 -0.35943
O -0.18821 0.98410 2.25520
C -0.68906 1.17844 4.80155
H 2.34218 -0.46140 -2.40310
O -2.06483 -0.36288 3.13846
Cr -0.52773 -1.09688 0.50619
H -1.53120 -3.15843 -1.17574
S -1.41806 0.93869 3.09411
C 1.40326 2.11269 -0.44852
C 2.35490 1.39603 0.42926
O -2.30556 2.07952 2.93417
H -1.02759 -1.06519 -2.92404
F 0.13977 0.15904 5.11163
F -0.00865 2.34401 4.91409
H 3.50955 -0.50338 0.02514
H 0.71918 1.67839 -2.52157
C -1.92806 -2.09786 -1.06216
C 1.41338 1.47253 -1.73242
H 2.49066 1.55697 1.48095
C -2.61678 -0.03093 -0.11334
H -1.86622 1.24133 -1.85449
H -2.91812 0.78611 0.62393
*
```

***

No. 2
Below is C11H10Cl4IN3O3RuS as an isolated structure, with properties calculated with ωB97M-V/def2-TZVPD.

The HOMO-LUMO gap (spin up / spin down) comes out at 5.90 / 5.90 eV. As for the calculated total energy: -3446.181348 a.u. The LUMO energy (spin up / spin down) is -8.74 / -8.74 eV.

The geometry in ORCA input format:
```
! wB97M-V def2-TZVPD RIJCOSX def2/J DEFGRID3
* xyz 2 1
H -3.13002 -2.04642 2.41349
O -0.29338 0.76079 -1.83105
Cl 4.64721 1.25446 -1.15362
S -0.04546 -2.25573 -0.84053
C 1.05882 1.24539 2.85149
H -1.74500 -3.78777 1.03891
H -3.83961 -0.18712 1.05453
C -3.59607 -1.08550 0.49689
Ru -0.08769 -0.03999 0.03662
H -4.18547 -3.01535 1.36869
H 0.93684 -1.86209 4.08236
C -3.35176 -2.31897 1.38183
H -4.37802 -1.28125 -0.23531
N 1.04398 -0.85969 4.03248
Cl -0.64766 1.99715 -4.50915
C -1.57291 -2.11368 -0.10316
H 1.42803 -0.38170 4.83116
C 0.79742 1.82217 -3.63095
N -2.15834 -2.91211 0.75727
O 0.29648 -0.85593 1.92838
C 3.24438 1.47922 -2.08527
N -2.30433 -0.94211 -0.21083
C 0.74383 1.19447 -2.35114
C 3.23928 2.08173 -3.30243
H 0.98327 1.72167 3.82416
H 2.05340 1.40184 2.43766
Cl 4.68092 2.66555 -3.95057
I -0.30448 2.22148 1.52306
Cl 2.11235 2.97380 -5.60091
O 1.86382 0.47481 -0.45535
C 1.99676 1.02592 -1.55684
C 2.00509 2.24352 -4.08776
H -2.25262 -0.38712 -1.05650
C 0.76095 -0.23144 2.90235
*
```